(1)
A structure of composition C4H16As2F12N8O4Tl in a non-equilibrium geometry. Source: OMol25; level of theory: ωB97M-V/def2-TZVPD.

Last column: natural (NBO) charge in e.
Geometry (Å):
1 Tl 0.152 0.291 0.045  1.5239
2 As 4.489 -0.811 -0.253  2.7977
3 As -1.639 -1.572 3.689  2.8011
4 F -1.921 -2.899 2.516  -0.6265
5 F -1.035 -0.528 2.350  -0.6679
6 F -0.009 -2.149 3.931  -0.5996
7 F 2.752 -0.314 -0.233  -0.6617
8 F -1.152 -0.260 4.867  -0.6309
9 F 5.033 0.868 -0.678  -0.6074
10 F 4.444 -1.207 -1.972  -0.6208
11 F 4.025 -2.424 0.205  -0.6020
12 F 6.259 -1.155 -0.185  -0.6066
13 F -2.362 -2.583 4.958  -0.5918
14 F 4.554 -0.405 1.502  -0.6041
15 F -3.277 -0.947 3.282  -0.6083
16 O -1.229 2.846 -0.581  -0.6087
17 O -1.579 -2.008 -0.694  -0.5570
18 O -0.485 2.470 1.894  -0.5562
19 O 1.022 -1.749 -1.933  -0.5053
20 N 0.178 -2.447 -3.832  -0.7929
21 N 2.213 -2.971 -3.405  -0.7599
22 N -1.226 5.007 -0.619  -0.7742
23 N -3.674 -2.489 -1.310  -0.7571
24 N 0.503 4.127 2.954  -0.7527
25 N -2.118 -3.591 -2.261  -0.8029
26 N -0.591 2.684 4.115  -0.7319
27 N -0.466 4.059 -2.301  -0.7590
28 C -0.995 3.890 -1.142  0.7425
29 C 1.176 -2.316 -3.023  0.7499
30 C -2.429 -2.678 -1.358  0.7606
31 C -0.180 3.064 2.915  0.7395
32 H 0.357 -3.110 -4.572  0.3874
33 H 2.127 -3.433 -4.299  0.4116
34 H -1.186 -3.960 -2.386  0.4218
35 H -0.270 3.030 5.008  0.4163
36 H -0.789 -2.263 -3.605  0.4231
37 H -1.693 5.152 0.265  0.4236
38 H -4.010 -1.885 -0.573  0.4330
39 H 0.836 4.591 2.121  0.4190
40 H -4.331 -3.150 -1.698  0.4094
41 H 0.527 4.548 3.872  0.4079
42 H -2.871 -4.175 -2.598  0.4053
43 H -0.209 5.004 -2.550  0.3987
44 H -1.078 1.800 4.084  0.4482
45 H -0.077 3.272 -2.799  0.4133
46 H -0.700 5.773 -1.014  0.3900
47 H 2.936 -2.997 -2.700  0.4616

Cartesian forces (eV/Å) of the 3 atoms listed first:
Tl -0.439 -0.288 0.735
As 4.559 1.101 1.693
As -0.994 -1.938 1.258

- ΔE to the lowest compared entry with this formula, charge and spin: 449.4 kJ/mol
- Molecular weight: 822.4 g mol⁻¹
- Net charge: +1
- E_tot: -6743.23757 Eh
- LUMO level: -0.3875 Ha
- HOMO-LUMO gap: 3.3 eV
- Highest occupied orbital energy: -0.5101 hartree
- Spin multiplicity: 1

---

(2)
A structure of composition C4H16AsBBaF4N5O9P2. Source: OMol25; level of theory: ωB97M-V/def2-TZVPD.

Last column: natural (NBO) charge in e.
Geometry (Å):
1 Ba 0.357 -0.227 0.402  1.8443
2 As -2.912 1.033 0.166  0.8493
3 P -1.711 -2.463 -1.180  2.5461
4 P 0.779 -3.699 -0.170  2.5585
5 F 0.940 2.015 2.084  -0.5887
6 F 1.883 1.673 4.175  -0.5417
7 F 2.608 0.487 2.322  -0.5935
8 F 0.543 0.053 3.184  -0.5789
9 O 2.566 3.465 -0.755  -0.4338
10 O 0.944 -4.091 -1.755  -1.0351
11 O -0.782 -3.269 -0.084  -1.1308
12 O -3.058 -2.282 -0.607  -1.1568
13 O -0.899 -1.245 -1.548  -1.2696
14 O 1.029 -4.898 0.644  -1.1374
15 O 1.575 -2.428 0.030  -1.2860
16 O 0.789 2.280 -1.031  -0.4374
17 O -1.756 -3.477 -2.421  -1.0084
18 N 4.440 -0.002 -0.061  -0.3976
19 N 4.072 -1.132 -0.801  -0.6503
20 N 2.658 1.203 -0.746  -0.5337
21 N 1.991 2.388 -0.826  0.6295
22 N 4.348 2.156 0.697  -0.8021
23 C -4.444 0.211 1.045  -0.9569
24 C -3.549 0.904 -1.672  -0.9493
25 C 3.790 1.163 -0.039  0.6350
26 C -3.356 2.920 0.489  -0.9561
27 B 1.502 1.079 3.002  1.3311
28 H 3.815 3.012 0.720  0.4270
29 H -3.222 3.153 1.545  0.2228
30 H 3.755 -0.824 -1.713  0.3617
31 H 5.321 -0.064 0.417  0.3896
32 H 4.695 1.851 1.594  0.4066
33 H -4.367 0.326 2.126  0.2176
34 H 3.300 -1.633 -0.351  0.4157
35 H -5.375 0.662 0.698  0.2026
36 H -2.831 1.363 -2.349  0.2261
37 H -2.682 3.551 -0.089  0.2262
38 H -4.424 -0.849 0.792  0.2720
39 H -3.627 -0.158 -1.900  0.2641
40 H -4.521 1.390 -1.774  0.2000
41 H -0.842 -3.679 -2.677  0.5098
42 H -4.387 3.131 0.199  0.2050
43 H 1.046 -5.050 -1.782  0.5037

Cartesian forces (eV/Å) of the 3 atoms listed first:
Ba -0.102 0.101 -0.027
As -0.053 0.048 -0.007
P -0.102 -0.045 0.048

- ΔE to the lowest compared entry with this formula, charge and spin: 57.2 kJ/mol
- Molecular weight: 639.2 g mol⁻¹
- Net charge: -1
- E_tot: -4481.93879 Eh
- LUMO level: 0.0754 Ha
- HOMO-LUMO gap: 8.5 eV
- Highest occupied orbital energy: -0.2359 hartree
- Spin multiplicity: 1

---

(3)
A structure of composition C4H16BInO4 in a non-equilibrium geometry. Source: OMol25; level of theory: ωB97M-V/def2-TZVPD.

Last column: natural (NBO) charge in e.
Geometry (Å):
1 In 0.997 0.756 0.203  0.9967
2 O -1.920 -1.588 -2.817  -0.5931
3 O 0.461 1.708 4.857  -0.6723
4 O -2.750 1.054 -2.975  -0.6137
5 O 2.480 -0.181 4.713  -0.6405
6 C -2.790 -1.194 -3.874  -0.0987
7 C -3.604 0.006 -3.446  -0.1171
8 C 1.094 1.187 6.061  -0.0952
9 C 1.671 -0.177 5.900  -0.1017
10 B 2.919 -0.246 -4.454  -0.3913
11 H 0.395 1.029 6.882  0.2027
12 H -1.582 -2.465 -3.013  0.4950
13 H 1.947 1.823 6.297  0.2187
14 H -3.404 -2.025 -4.221  0.2234
15 H 2.323 -0.396 6.746  0.2122
16 H 3.259 0.628 -3.920  0.1219
17 H 2.288 0.019 -5.288  0.1330
18 H -2.157 -0.907 -4.714  0.2419
19 H -4.245 0.274 -4.286  0.2176
20 H 3.747 -0.792 -4.879  0.1999
21 H -3.244 1.839 -3.220  0.4954
22 H -4.384 -0.250 -2.728  0.2415
23 H 3.186 -0.803 4.904  0.4872
24 H 2.405 -0.884 -3.752  0.1253
25 H 0.001 2.533 5.032  0.4934
26 H 0.906 -0.948 5.991  0.2177

Cartesian forces (eV/Å) of the 3 atoms listed first:
In -0.023 0.039 0.166
O -0.262 0.419 -0.400
O 0.767 -1.170 0.627

- ΔE to the lowest compared entry with this formula, charge and spin: 606.5 kJ/mol
- Molecular weight: 253.8 g mol⁻¹
- Net charge: +2
- E_tot: -676.83983 Eh
- LUMO level: -0.5077 Ha
- HOMO-LUMO gap: 1.5 eV
- Highest occupied orbital energy: -0.5616 hartree
- Spin multiplicity: 1

---

(4)
A structure of composition C4H16CuN11O13 in a non-equilibrium geometry. Source: OMol25; level of theory: ωB97M-V/def2-TZVPD.

Last column: natural (NBO) charge in e.
Geometry (Å):
1 Cu -0.048 0.236 -0.347  1.6695
2 O 1.042 -1.863 -0.840  -0.7122
3 O -1.298 -0.711 3.291  -0.5851
4 O 2.049 0.728 0.275  -0.7687
5 O 0.755 1.645 -2.049  -0.6111
6 O -1.299 0.035 -4.168  -0.5246
7 O -1.175 -0.632 -2.196  -0.5939
8 O 2.243 2.584 -3.129  -0.5444
9 O 0.344 2.386 -4.055  -0.4973
10 O -0.264 -2.380 2.673  -0.5159
11 O -0.597 2.310 0.423  -0.6903
12 O -2.185 0.166 0.191  -0.7352
13 O -2.014 -1.861 -3.771  -0.5706
14 O 0.019 -0.529 1.697  -0.5673
15 N -0.498 -1.211 2.525  0.7570
16 N 1.098 2.239 -3.091  0.7389
17 N -1.076 2.375 2.581  -0.8362
18 N -3.732 -0.670 1.563  -0.8495
19 N -1.227 4.146 1.375  -0.8476
20 N -4.323 -0.200 -0.463  -0.8215
21 N 1.992 -3.731 -1.377  -0.8488
22 N 3.935 -0.181 0.972  -1.0105
23 N 3.917 1.006 -0.833  -0.8499
24 N -1.459 -0.862 -3.345  0.7302
25 N 1.372 -3.399 0.638  -0.8513
26 C -3.340 -0.222 0.384  0.7752
27 C -0.944 2.868 1.411  0.7320
28 C 1.426 -2.936 -0.548  0.7102
29 C 3.237 0.580 0.185  0.5950
30 H -1.495 4.576 2.249  0.3549
31 H 3.386 1.545 -1.502  0.4374
32 H 1.973 -3.402 -2.332  0.4070
33 H 4.926 1.017 -0.868  0.3361
34 H -3.023 -0.761 2.277  0.4335
35 H -0.896 1.397 2.759  0.4417
36 H -4.679 -1.000 1.683  0.3605
37 H 2.643 -4.428 -1.044  0.3496
38 H -5.186 -0.687 -0.272  0.3768
39 H 1.796 -4.308 0.756  0.3491
40 H 4.932 -0.170 0.814  0.2590
41 H -1.031 4.646 0.520  0.4119
42 H -4.021 0.048 -1.394  0.4290
43 H 0.741 -2.887 1.237  0.4345
44 H 3.456 -0.437 1.824  0.3887
45 H -1.471 2.936 3.322  0.3542

Cartesian forces (eV/Å) of the 3 atoms listed first:
Cu 0.667 0.384 -0.540
O -2.483 5.099 -1.801
O -2.360 2.094 2.049

- Molecular weight: 489.8 g mol⁻¹
- Net charge: -2
- Expectation value of S²: 2.00
- E_tot: -3382.59535 Eh
- LUMO level (spin up / spin down): 0.1669 / 0.1182 Ha
- HOMO-LUMO gap (spin up / spin down): 1.7 / 5.3 eV
- Highest occupied orbital energy (spin up / spin down): 0.1046 / -0.0782 hartree
- Spin multiplicity: 3

---

What did the fourth record say?
A structure of composition C4H16CuN11O13 in a non-equilibrium geometry. Source: OMol25; level of theory: ωB97M-V/def2-TZVPD.

Last column: natural (NBO) charge in e.
Geometry (Å):
1 Cu -0.048 0.236 -0.347  1.6695
2 O 1.042 -1.863 -0.840  -0.7122
3 O -1.298 -0.711 3.291  -0.5851
4 O 2.049 0.728 0.275  -0.7687
5 O 0.755 1.645 -2.049  -0.6111
6 O -1.299 0.035 -4.168  -0.5246
7 O -1.175 -0.632 -2.196  -0.5939
8 O 2.243 2.584 -3.129  -0.5444
9 O 0.344 2.386 -4.055  -0.4973
10 O -0.264 -2.380 2.673  -0.5159
11 O -0.597 2.310 0.423  -0.6903
12 O -2.185 0.166 0.191  -0.7352
13 O -2.014 -1.861 -3.771  -0.5706
14 O 0.019 -0.529 1.697  -0.5673
15 N -0.498 -1.211 2.525  0.7570
16 N 1.098 2.239 -3.091  0.7389
17 N -1.076 2.375 2.581  -0.8362
18 N -3.732 -0.670 1.563  -0.8495
19 N -1.227 4.146 1.375  -0.8476
20 N -4.323 -0.200 -0.463  -0.8215
21 N 1.992 -3.731 -1.377  -0.8488
22 N 3.935 -0.181 0.972  -1.0105
23 N 3.917 1.006 -0.833  -0.8499
24 N -1.459 -0.862 -3.345  0.7302
25 N 1.372 -3.399 0.638  -0.8513
26 C -3.340 -0.222 0.384  0.7752
27 C -0.944 2.868 1.411  0.7320
28 C 1.426 -2.936 -0.548  0.7102
29 C 3.237 0.580 0.185  0.5950
30 H -1.495 4.576 2.249  0.3549
31 H 3.386 1.545 -1.502  0.4374
32 H 1.973 -3.402 -2.332  0.4070
33 H 4.926 1.017 -0.868  0.3361
34 H -3.023 -0.761 2.277  0.4335
35 H -0.896 1.397 2.759  0.4417
36 H -4.679 -1.000 1.683  0.3605
37 H 2.643 -4.428 -1.044  0.3496
38 H -5.186 -0.687 -0.272  0.3768
39 H 1.796 -4.308 0.756  0.3491
40 H 4.932 -0.170 0.814  0.2590
41 H -1.031 4.646 0.520  0.4119
42 H -4.021 0.048 -1.394  0.4290
43 H 0.741 -2.887 1.237  0.4345
44 H 3.456 -0.437 1.824  0.3887
45 H -1.471 2.936 3.322  0.3542

Cartesian forces (eV/Å) of the 3 atoms listed first:
Cu 0.667 0.384 -0.540
O -2.483 5.099 -1.801
O -2.360 2.094 2.049

- Molecular weight: 489.8 g mol⁻¹
- Net charge: -2
- Expectation value of S²: 2.00
- E_tot: -3382.59535 Eh
- LUMO level (spin up / spin down): 0.1669 / 0.1182 Ha
- HOMO-LUMO gap (spin up / spin down): 1.7 / 5.3 eV
- Highest occupied orbital energy (spin up / spin down): 0.1046 / -0.0782 hartree
- Spin multiplicity: 3